{"formula": "C4H10NO", "method": "ωB97M-V/def2-TZVPD", "total_charge": -1, "homo_energy_ev": -2.42, "homo_lumo_gap_ev": 6.4366, "de_lowest_kcal_mol": 24.6, "smiles": "CC[C@H](N)C[O-]", "species": ["C", "C", "C", "N", "C", "O", "H", "H", "H", "H", "H", "H", "H", "H", "H", "H"], "coordinates": [[2.152, -1.222, -0.242], [0.638, -1.121, -0.505], [0.006, 0.262, -0.195], [0.195, 0.414, 1.278], [-1.446, 0.329, -0.416], [-1.937, 1.448, 0.081], [2.625, -0.389, -0.835], [2.319, -0.783, 0.772], [2.692, -2.162, -0.447], [0.419, -1.200, -1.673], [0.020, -2.005, 0.007], [0.568, 1.030, -0.734], [-0.494, 1.121, 1.648], [1.241, 0.835, 1.316], [-1.528, 0.205, -1.541], [-1.841, -0.623, 0.040]], "forces_ev_per_angstrom": [[-0.01, 2.32, 0.13], [-1.64, -1.54, -2.29], [2.22, -1.84, 2.39], [3.10, 1.87, 0.23], [-0.72, -0.21, -1.09], [-1.02, 0.96, 0.32], [-0.18, -0.92, -0.04], [0.11, -1.24, -0.30], [-0.49, 0.35, 0.29], [0.58, -0.39, 2.02], [1.33, 2.03, -0.91], [-0.20, 0.18, -0.28], [0.92, -0.54, -1.02], [-3.31, -0.89, 0.66], [-0.46, -0.13, 0.03], [-0.21, 0.00, -0.15]]}

{"formula": "C24H20AuN4O3PS", "method": "ωB97M-V/def2-TZVPD", "total_charge": 2, "multiplicity": 3, "homo_energy_ev": [-13.90, -14.62], "homo_lumo_gap_ev": [8.2965, 6.5237], "species": ["Au", "O", "S", "O", "O", "C", "C", "C", "C", "C", "C", "P", "C", "C", "C", "C", "C", "C", "C", "C", "C", "C", "C", "C", "H", "H", "H", "H", "H", "H", "H", "H", "H", "H", "H", "H", "H", "H", "N", "C", "C", "N", "C", "C", "N", "C", "C", "N", "H", "H", "H", "H", "H", "H"], "coordinates": [[-1.239, 1.526, 0.349], [-2.452, -0.023, -0.602], [-2.829, -0.728, 0.678], [-4.211, -0.770, 0.987], [-1.939, -0.054, 1.699], [-2.239, -2.388, 0.532], [-3.142, -3.417, 0.731], [-2.698, -4.733, 0.667], [-1.364, -5.013, 0.420], [-0.456, -3.980, 0.225], [-0.891, -2.657, 0.266], [0.319, -1.366, -0.034], [0.683, -1.133, -1.747], [1.541, -0.091, -2.129], [1.799, 0.118, -3.470], [1.191, -0.687, -4.429], [0.316, -1.699, -4.052], [0.049, -1.923, -2.713], [1.696, -1.528, 1.053], [3.025, -1.462, 0.612], [4.047, -1.589, 1.533], [3.755, -1.767, 2.882], [2.436, -1.825, 3.322], [1.402, -1.700, 2.416], [-4.176, -3.184, 0.943], [-3.402, -5.539, 0.821], [-1.020, -6.037, 0.380], [0.588, -4.202, 0.040], [2.001, 0.543, -1.380], [2.473, 0.907, -3.775], [1.398, -0.522, -5.478], [-0.155, -2.318, -4.803], [-0.633, -2.708, -2.416], [3.249, -1.359, -0.441], [5.076, -1.566, 1.201], [4.563, -1.870, 3.594], [2.219, -1.973, 4.371], [0.371, -1.741, 2.748], [-0.979, 5.364, -1.274], [-1.350, 4.834, -2.487], [-1.456, 3.489, -2.300], [-1.154, 3.213, -0.992], [-0.873, 4.358, -0.393], [-0.527, 4.313, 1.009], [-0.489, 3.128, 1.595], [-0.173, 3.326, 2.914], [-0.006, 4.662, 3.116], [-0.235, 5.268, 1.905], [-0.825, 6.345, -1.100], [-1.507, 5.446, -3.357], [-1.735, 2.720, -2.998], [-0.092, 2.512, 3.612], [0.247, 5.220, 4.000], [-0.196, 6.262, 1.743]], "forces_ev_per_angstrom": [[-0.31, 0.53, 0.17], [0.05, -0.20, 0.05], [0.10, -0.04, 0.01], [0.01, 0.07, 0.00], [-0.02, -0.22, -0.12], [0.03, 0.03, -0.01], [0.01, 0.08, 0.00], [0.06, -0.05, -0.01], [-0.06, -0.05, 0.01], [0.02, 0.11, 0.01], [0.00, 0.02, 0.01], [-0.04, 0.05, -0.01], [-0.03, -0.03, 0.07], [0.00, -0.04, -0.01], [0.02, 0.03, 0.00], [-0.02, -0.02, 0.00], [0.00, -0.01, 0.00], [0.01, 0.04, 0.00], [-0.02, -0.02, -0.02], [-0.02, -0.03, -0.01], [0.03, 0.00, -0.01], [-0.03, 0.00, -0.01], [0.01, -0.01, 0.02], [0.00, 0.01, -0.03], [0.00, 0.00, 0.00], [0.01, 0.00, 0.00], [-0.01, 0.00, 0.00], [0.00, -0.02, 0.00], [0.01, 0.01, -0.01], [0.00, 0.00, 0.00], [0.00, 0.00, 0.00], [0.00, 0.01, 0.00], [-0.01, 0.00, -0.02], [0.02, 0.02, 0.01], [0.00, 0.00, 0.00], [0.00, 0.00, 0.00], [0.00, 0.00, 0.00], [0.01, 0.00, 0.02], [0.02, 0.09, 0.06], [-0.02, -0.10, -0.06], [-0.02, 0.03, 0.01], [0.08, -0.16, -0.09], [-0.03, 0.01, -0.25], [0.10, 0.03, 0.24], [0.00, -0.17, 0.00], [0.03, 0.01, -0.01], [-0.01, -0.10, 0.08], [0.00, 0.09, -0.10], [0.00, -0.01, 0.01], [0.01, 0.01, 0.01], [0.00, 0.01, 0.00], [0.00, 0.01, 0.01], [0.00, 0.02, -0.01], [0.00, 0.00, 0.00]]}

{"formula": "C10H18Br4Cl10", "method": "ωB97M-V/def2-TZVPD", "homo_energy_ev": -10.24, "homo_lumo_gap_ev": 10.3456, "de_lowest_kcal_mol": 0.0, "smiles": "ClC(Cl)Cl.ClC(Cl)Cl.BrCCBr.BrCCBr.ClCCCl.ClCCCl", "species": ["Cl", "C", "Cl", "Cl", "H", "Cl", "C", "Cl", "Cl", "H", "Br", "C", "C", "Br", "H", "H", "H", "H", "Br", "C", "C", "Br", "H", "H", "H", "H", "Cl", "C", "C", "Cl", "H", "H", "H", "H", "Cl", "C", "C", "Cl", "H", "H", "H", "H"], "coordinates": [[-0.611, -5.480, 0.652], [0.934, -5.222, -0.156], [0.681, -4.656, -1.873], [1.949, -6.609, -0.045], [1.501, -4.388, 0.334], [-0.407, -1.621, 0.434], [0.893, -0.427, 0.387], [2.471, -1.286, 0.165], [0.936, 0.622, 1.721], [0.781, 0.128, -0.531], [-1.016, 0.962, -2.515], [-1.368, -0.550, -3.713], [-0.067, -1.358, -3.930], [-0.550, -3.007, -4.890], [-1.724, -0.157, -4.675], [-2.139, -1.131, -3.192], [0.471, -1.675, -3.004], [0.605, -0.779, -4.579], [1.369, 5.683, 2.527], [1.135, 4.463, 0.956], [1.740, 5.155, -0.200], [1.777, 3.755, -1.630], [0.037, 4.414, 0.876], [1.400, 3.465, 1.243], [2.771, 5.468, -0.179], [1.146, 5.987, -0.488], [-2.276, 6.045, -0.713], [-2.214, 4.276, -1.243], [-2.964, 3.440, -0.279], [-2.098, 3.322, 1.266], [-1.154, 4.051, -1.186], [-2.637, 4.202, -2.227], [-3.014, 2.463, -0.689], [-3.921, 3.821, -0.018], [0.535, -4.091, 6.014], [0.364, -4.664, 4.360], [0.919, -3.707, 3.333], [2.659, -3.839, 3.055], [-0.732, -4.778, 4.225], [0.806, -5.614, 4.402], [0.578, -2.708, 3.634], [0.433, -3.977, 2.375]], "forces_ev_per_angstrom": [[-0.04, -0.01, -0.21], [0.51, 1.85, -0.25], [0.05, -0.48, 0.88], [0.29, -0.66, -0.18], [-0.85, -0.69, -0.35], [-0.11, 0.03, 0.16], [0.79, -1.05, -1.37], [-0.38, 0.15, 0.18], [-0.12, 0.59, 1.02], [-0.21, 0.22, -0.01], [0.09, 0.03, -0.26], [0.45, -0.71, 0.16], [-0.16, 0.29, 0.27], [0.16, 0.41, 0.17], [0.03, -0.09, 0.52], [0.30, 0.15, -0.37], [-0.69, 0.35, -0.70], [-0.14, -0.39, 0.26], [0.01, -0.51, -0.36], [-1.53, 0.99, 1.48], [0.71, -1.30, -0.88], [-0.24, 0.48, 0.00], [0.62, 0.27, -0.24], [0.99, -0.22, -0.02], [0.24, -0.12, 0.59], [-0.63, 0.52, -0.58], [-0.01, -0.72, -0.42], [0.38, 1.57, 0.85], [0.56, 0.13, 0.49], [0.01, -0.28, 0.44], [0.01, -0.23, -0.51], [0.02, 0.10, -0.48], [-0.28, -1.03, -0.22], [-0.88, 0.27, -0.15], [0.22, 0.54, 0.84], [-1.26, 0.64, 0.09], [-1.33, -0.41, -0.50], [0.12, 0.18, 0.24], [0.68, 0.07, -0.23], [0.64, -1.29, -0.58], [0.63, -0.02, -0.33], [0.34, 0.41, 0.56]]}